{
  "formula": "H24O12",
  "method": "wB97M-V/def2-TZVPD",
  "spin_multiplicity": 1,
  "relative_energy_ev": 7.901,
  "smiles": "O.O.O.O.O.O.O.O.O.O.O.O",
  "lumo_energy_ev": -0.11,
  "symbols": ["O", "H", "H", "O", "H", "H", "O", "H", "H", "O", "H", "H", "O", "H", "H", "O", "H", "H", "O", "H", "H", "O", "H", "H", "O", "H", "H", "O", "H", "H", "O", "H", "H", "O", "H", "H"],
  "coordinates": [[-0.106405, 0.810556, -0.646072], [0.029066, -0.069513, -0.491036], [-1.006165, 0.952827, -1.026835], [-4.649368, -1.258639, -2.007586], [-4.793492, -0.414439, -1.494093], [-5.105647, -1.933133, -1.631416], [-3.688328, 3.723356, -1.191211], [-3.234106, 4.519846, -1.557998], [-3.892022, 3.897116, -0.263712], [2.934767, 4.056866, -0.843137], [2.790403, 4.457559, -1.705877], [2.359162, 3.338961, -0.859636], [2.379648, -3.327900, 0.731862], [1.910264, -3.952900, 1.310348], [3.243533, -3.710887, 0.678465], [1.160340, -0.819041, 1.964692], [2.082291, -0.645522, 2.193527], [0.995033, -0.233226, 1.221613], [-0.955837, -0.683264, 2.758477], [-0.773450, -0.898753, 3.704609], [-1.672267, -1.238535, 2.638302], [-3.364135, 0.389983, 2.382518], [-3.839583, -0.451523, 2.282821], [-2.957551, 0.432173, 3.212919], [4.256110, -2.464818, -1.554584], [3.644814, -1.828395, -1.091982], [4.002509, -3.280253, -1.101416], [-2.758412, -3.073981, -2.840134], [-2.926349, -2.292779, -2.300586], [-1.975171, -2.881629, -3.330739], [4.586853, 1.888491, -1.382673], [3.650127, 1.930140, -1.482081], [4.930740, 0.944996, -1.309825], [0.490163, 0.870077, 2.347444], [0.051080, 1.308418, 3.093867], [0.203602, 1.155974, 1.554001]],
  "atomic_forces_ev_per_a": [[-1.210, 4.091, -0.929], [0.111, -3.749, 0.297], [1.118, -0.440, 0.607], [2.219, 4.786, -1.035], [0.024, -1.661, -0.744], [-2.299, -2.952, 1.920], [0.480, 0.689, -0.478], [-0.632, -0.937, 0.723], [0.178, 0.190, -0.237], [1.169, 1.959, -0.274], [0.190, 0.229, 0.008], [-1.732, -1.940, 0.347], [-0.720, -0.313, 0.241], [-0.018, 0.513, -0.258], [0.888, -0.331, 0.083], [4.170, -6.737, -2.450], [-0.053, -0.121, -0.288], [0.610, -1.089, 0.217], [-0.299, -0.259, 2.843], [0.535, 0.336, -1.038], [-2.617, -1.881, -0.867], [-1.825, -0.091, -2.429], [0.306, 0.547, 0.429], [0.924, -0.238, 1.751], [-1.093, 0.824, 1.097], [0.888, -0.767, -0.801], [0.156, -0.004, -0.446], [-0.491, -0.360, 0.551], [-0.225, 0.080, -0.184], [0.781, 0.138, -0.503], [2.328, -1.611, 0.253], [-0.741, -0.508, -0.055], [-1.243, 1.821, -0.276], [0.706, 6.711, 6.685], [-0.237, 0.596, -0.966], [-2.346, 2.476, -3.794]]
}

=====

{
  "formula": "C14H40O6",
  "method": "wB97M-V/def2-TZVPD",
  "spin_multiplicity": 1,
  "relative_energy_ev": 1.467,
  "smiles": "CC(C)O.CC(C)O.CC(C)O.CC(C)O.CO.CO",
  "lumo_energy_ev": 0.43,
  "symbols": ["C", "C", "C", "O", "H", "H", "H", "H", "H", "H", "H", "H", "C", "C", "C", "O", "H", "H", "H", "H", "H", "H", "H", "H", "C", "C", "C", "O", "H", "H", "H", "H", "H", "H", "H", "H", "C", "C", "C", "O", "H", "H", "H", "H", "H", "H", "H", "H", "C", "O", "H", "H", "H", "H", "C", "O", "H", "H", "H", "H"],
  "coordinates": [[-1.991165, 4.403035, 2.244048], [-1.459575, 3.012960, 1.955196], [-2.051468, 1.984061, 2.882473], [-1.808187, 2.712158, 0.611397], [-1.494227, 5.153339, 1.628283], [-1.790879, 4.657047, 3.286287], [-3.058130, 4.438495, 2.022884], [-0.368309, 3.049049, 2.072626], [-1.666807, 2.137364, 3.899170], [-1.911601, 0.936877, 2.609640], [-3.136340, 2.084713, 3.003608], [-1.467417, 1.875739, 0.261108], [-1.542445, -3.963837, 1.219616], [-2.747359, -3.221410, 0.693723], [-3.196541, -2.110593, 1.659978], [-2.467366, -2.636804, -0.560129], [-1.330855, -4.862966, 0.632209], [-1.650388, -4.267755, 2.261055], [-0.657505, -3.335459, 1.093216], [-3.636833, -3.864758, 0.666959], [-2.345291, -1.485534, 1.947641], [-3.703890, -2.524272, 2.526755], [-3.882107, -1.436954, 1.140653], [-2.247529, -3.319658, -1.226539], [-0.744794, -2.830975, -3.987153], [-0.571596, -4.272764, -3.501183], [0.872381, -4.605579, -3.168339], [-1.375192, -4.506310, -2.328282], [-0.649030, -2.108008, -3.176785], [-1.718624, -2.702143, -4.460925], [0.001013, -2.718674, -4.773024], [-1.036030, -4.854497, -4.307441], [0.947913, -5.700567, -3.133503], [1.263761, -4.223109, -2.228280], [1.561795, -4.287489, -3.954186], [-1.131265, -5.353481, -1.943868], [2.508644, 2.841032, 1.818400], [3.924402, 3.302780, 1.522036], [4.819426, 2.142450, 1.068713], [3.875414, 4.305487, 0.524946], [2.416698, 2.033063, 2.546789], [1.965095, 2.462053, 0.943508], [1.946797, 3.729933, 2.119040], [4.329227, 3.697527, 2.453546], [5.796497, 2.564954, 0.810695], [4.520409, 1.533619, 0.212480], [5.036619, 1.418383, 1.861751], [3.220969, 3.982188, -0.124646], [0.104716, -0.492939, -0.148550], [-1.144373, 0.111274, -0.528073], [0.008005, -0.746145, 0.912308], [0.258459, -1.390490, -0.753359], [0.933010, 0.193820, -0.297221], [-1.803442, -0.584560, -0.389904], [2.067906, 2.607600, -2.068471], [2.023254, 3.948856, -1.560737], [1.723859, 2.502142, -3.101612], [3.095595, 2.269523, -1.971276], [1.356307, 1.989242, -1.509967], [1.208378, 4.326945, -1.909308]],
  "atomic_forces_ev_per_a": [[0.175, 0.016, -0.016], [-0.004, -0.339, -0.661], [-0.535, -0.161, 1.280], [-0.127, 0.634, -0.502], [0.023, -0.093, -0.085], [-0.211, 0.030, 0.033], [-0.036, 0.017, 0.169], [-0.009, -0.200, -0.032], [0.149, -0.177, -0.114], [0.448, 0.123, -0.233], [0.022, 0.254, -0.359], [0.060, -0.189, 0.445], [0.397, -0.393, -0.268], [-0.751, 0.380, 0.938], [0.493, 0.357, -0.825], [-0.167, 0.175, -0.295], [-0.162, -0.036, 0.030], [-0.013, 0.086, 0.008], [-0.053, 0.122, 0.273], [0.236, -0.348, -0.510], [0.003, -0.137, 0.269], [0.153, 0.002, 0.146], [-0.147, -0.163, 0.018], [0.088, 0.225, 0.345], [-0.252, -0.593, 0.205], [-0.429, 0.904, 0.276], [0.217, -1.080, -0.835], [-0.205, 0.237, -0.069], [0.260, 0.080, -0.121], [-0.059, 0.047, 0.169], [0.075, 0.463, 0.111], [0.734, -0.507, 0.082], [0.210, 0.093, 0.148], [-0.464, 0.310, 0.114], [-0.141, 0.017, -0.037], [0.017, -0.041, -0.066], [-0.754, 0.152, -0.066], [-0.434, -1.454, -0.576], [1.156, 0.002, 0.364], [-0.047, -0.212, 0.119], [0.238, 0.257, 0.292], [0.396, 0.081, -0.258], [-0.103, -0.228, 0.328], [0.225, 0.361, -0.181], [-0.067, -0.014, -0.081], [-0.567, 0.399, -0.094], [-0.266, 0.161, 0.182], [0.264, 0.655, 0.101], [-1.001, -0.153, 0.141], [0.590, 0.081, -0.015], [0.532, -0.192, -0.050], [0.191, -0.040, 0.175], [-0.142, 0.173, -0.026], [-0.121, -0.010, -0.249], [-0.593, 0.008, 0.242], [-0.262, -0.456, -0.824], [0.362, 0.412, -0.123], [-0.070, -0.202, 0.015], [0.382, -0.151, 0.220], [0.092, 0.254, 0.337]]
}

=====

{
  "formula": "C34H26Cl2N4O5S4Zr",
  "method": "wB97M-V/def2-TZVPD",
  "spin_multiplicity": 1,
  "relative_energy_ev": 4.974,
  "lumo_energy_ev": -0.36,
  "symbols": ["Zr", "O", "C", "S", "C", "C", "S", "S", "S", "C", "O", "C", "C", "C", "C", "C", "C", "N", "C", "N", "C", "C", "C", "C", "C", "C", "O", "C", "N", "C", "C", "C", "C", "C", "C", "O", "C", "H", "H", "H", "H", "H", "H", "H", "H", "H", "H", "H", "H", "H", "H", "H", "H", "H", "H", "H", "H", "H", "H", "Cl", "C", "C", "C", "Cl", "C", "C", "C", "C", "N", "C", "C", "O", "H", "H", "H", "H"],
  "coordinates": [[-0.715809, -0.447820, 0.284304], [4.656695, -0.099849, 4.706167], [3.768455, -0.143767, 3.892914], [3.274814, -1.618831, 3.044961], [1.987363, -0.891779, 2.106496], [1.760106, 0.414262, 2.282340], [0.529290, 1.390726, 1.481083], [2.776866, 1.251411, 3.434655], [1.121758, -1.984494, 1.023205], [-3.757000, -3.349167, -2.857492], [-3.943789, -2.564058, -4.047627], [-4.998584, -1.728312, -4.116584], [-5.631316, -1.604042, -5.350753], [-6.696459, -0.738303, -5.515990], [-7.156648, 0.025389, -4.444142], [-6.518557, -0.073688, -3.222680], [-5.435892, -0.936315, -3.055066], [-4.827837, -0.995862, -1.765315], [-3.575647, -0.729084, -1.473771], [-2.789403, -0.355681, -2.473861], [-1.384295, -0.205924, -2.761098], [-0.349856, -0.191343, -1.844550], [0.955046, -0.070134, -2.338650], [1.199838, 0.041704, -3.694818], [0.142085, 0.019209, -4.602067], [-1.149570, -0.115292, -4.132054], [-2.272230, -0.119694, -4.905421], [-2.141838, -0.308743, -6.309735], [-2.660655, 0.207059, 0.800384], [-2.506314, 0.106037, 2.252014], [-1.993563, -1.068106, 2.794123], [-1.709425, -1.162853, 4.150572], [-1.935588, -0.086138, 4.971698], [-2.427704, 1.100014, 4.440627], [-2.692252, 1.219239, 3.092668], [-3.089864, 2.382147, 2.552119], [-2.938340, 3.561869, 3.339339], [-3.427960, -4.332383, -3.181366], [-4.688209, -3.447349, -2.299655], [-2.992386, -2.908989, -2.223031], [-5.270829, -2.224921, -6.164519], [-7.179094, -0.663551, -6.483094], [-8.002164, 0.692595, -4.562218], [-6.841782, 0.520458, -2.368290], [-5.396586, -1.206916, -0.953871], [-3.306653, -0.260998, -3.341904], [1.783537, -0.064404, -1.650065], [2.214048, 0.149180, -4.063673], [0.334602, 0.104766, -5.664986], [-3.150374, -0.441212, -6.690044], [-1.546672, -1.195896, -6.527398], [-1.690918, 0.563604, -6.784908], [-1.852277, -1.939601, 2.193222], [-1.309484, -2.088700, 4.543592], [-1.724427, -0.152090, 6.034787], [-2.592749, 1.949791, 5.088044], [-3.101880, 4.395640, 2.665367], [-1.932213, 3.618941, 3.756882], [-3.676080, 3.598654, 4.141281], [-4.423961, -3.146158, 1.419852], [-4.384637, -1.527662, 0.783665], [-5.332815, -0.590524, 1.126129], [-5.441978, 0.770446, 0.759247], [-7.057655, 1.452877, 1.001351], [-4.493603, 1.644766, 0.118602], [-4.793107, 2.835774, -0.571762], [-3.797464, 3.522286, -1.246037], [-2.487157, 3.053700, -1.247294], [-2.163014, 1.977075, -0.542483], [-3.121726, 1.380161, 0.139015], [-3.173902, -1.090145, 0.034584], [-2.076666, -1.900352, -0.082637], [-6.168900, -0.975966, 1.700937], [-5.813867, 3.193051, -0.589766], [-4.037321, 4.426478, -1.794347], [-1.693657, 3.544586, -1.802501]],
  "atomic_forces_ev_per_a": [[2.807, 0.305, -0.356], [-0.253, -0.008, -0.309], [0.215, 0.005, 0.366], [0.055, 0.021, 0.027], [-0.021, -0.362, -0.076], [-0.229, 0.308, 0.030], [0.358, 0.112, 0.057], [0.068, -0.004, 0.032], [0.089, 0.133, 0.183], [-0.066, -0.176, -0.144], [0.184, -0.389, 0.150], [-0.017, 0.123, 0.006], [-0.046, 0.014, -0.161], [0.004, 0.026, 0.055], [0.019, -0.020, -0.022], [-0.101, 0.079, 0.147], [-0.143, 0.193, 0.206], [-0.185, 0.131, -0.400], [0.448, 0.285, 0.190], [0.190, 0.068, 0.425], [-0.367, -0.301, 0.368], [-0.006, -0.094, -0.333], [-0.157, 0.038, -0.220], [-0.036, 0.007, -0.120], [0.162, -0.018, -0.118], [-0.024, 0.268, -0.314], [-0.020, -0.005, -0.465], [0.055, 0.063, 0.160], [-1.222, 0.223, 0.326], [-0.502, 0.040, -0.295], [-0.369, 0.335, 0.202], [0.160, -0.203, 0.033], [0.013, 0.099, 0.255], [0.106, -0.150, 0.314], [0.067, -0.002, 0.037], [-0.050, 0.443, -0.209], [-0.034, -0.132, -0.133], [0.023, -0.008, -0.065], [0.020, -0.060, -0.046], [0.084, -0.106, 0.033], [-0.045, 0.065, 0.075], [0.012, -0.016, 0.052], [0.088, -0.045, -0.001], [0.059, -0.100, -0.144], [-0.173, -0.093, 0.249], [-0.011, 0.055, -0.154], [0.168, 0.007, 0.132], [-0.073, -0.026, 0.026], [-0.034, -0.011, 0.085], [-0.022, -0.004, 0.017], [0.024, -0.043, 0.014], [0.035, 0.030, 0.015], [-0.024, -0.444, -0.305], [-0.029, 0.034, -0.039], [-0.029, 0.024, -0.142], [0.031, -0.098, -0.005], [-0.029, 0.007, -0.077], [0.029, 0.007, -0.020], [-0.046, -0.013, 0.032], [0.013, 0.033, -0.054], [0.386, 0.043, -0.012], [-0.145, 0.459, -0.063], [0.108, -0.250, 0.093], [0.119, 0.020, -0.002], [-0.354, -0.059, 0.053], [-0.057, 0.056, -0.087], [-0.148, 0.104, -0.006], [0.058, 0.063, -0.071], [0.100, -0.007, 0.231], [0.184, -0.357, 0.180], [-0.563, -0.271, 0.035], [-0.809, -0.384, 0.031], [-0.019, 0.042, -0.053], [0.017, 0.021, -0.025], [-0.013, -0.071, 0.044], [-0.087, -0.058, 0.078]]
}

=====

Orbital gap for the records above, in order: 7.87, 9.99, 6.40 eV
HOMO energy for the records above, in order: -0.29345, -0.35161, -0.24830 Eh